{"formula": "C4H9NO2", "method": "ωB97M-V/def2-TZVPD", "total_charge": 0, "de_lowest_kcal_mol": 95.2, "molar_mass_g_mol": 103.1, "energy_ev": -9875.9319, "orbital_gap_ev": 10.317, "elements": ["C", "C", "O", "C", "C", "O", "N", "H", "H", "H", "H", "H", "H", "H", "H", "H"], "xyz": [[-2.174, -0.175, -0.438], [-0.352, 0.386, -0.462], [-0.336, 1.593, 0.115], [0.358, -0.749, 0.256], [1.874, -0.498, 0.306], [2.670, -1.372, 0.015], [2.215, 0.739, 0.741], [-2.523, -0.537, 0.534], [-1.975, -1.021, -1.096], [-2.917, 0.466, -0.927], [-0.232, 0.351, -1.558], [-1.492, 0.886, -0.027], [-0.015, -0.803, 1.285], [0.213, -1.712, -0.238], [3.191, 0.991, 0.709], [1.496, 1.456, 0.785]]}